This record from the OMol25 dataset describes a structure of composition C10H7BrN2S2 at a distorted geometry. The level of theory is ωB97M-V with the def2-TZVPD basis set.

The geometry in XYZ format:
```
22
C10H7BrN2S2 ωB97M-V with the def2-TZVPD basis set
C 1.761 -1.888 2.144
N -0.229 -2.356 3.555
H -0.477 2.925 -0.373
N -1.723 -1.081 2.137
C -0.457 -1.036 1.637
C -1.169 0.700 -0.601
H 1.761 0.145 -0.570
C 2.217 -1.136 1.014
C 0.382 -1.828 2.462
C -0.751 1.228 -3.242
Br -2.772 0.801 0.348
C -0.648 2.059 -0.999
C 1.364 -0.437 0.234
S -1.759 -1.951 3.488
H -0.023 3.201 -2.733
H -1.607 1.413 -3.963
C -0.437 2.273 -2.325
H 3.278 -1.130 0.708
H 2.534 -2.328 2.713
H -0.034 0.963 -4.031
S -1.223 -0.193 -2.155
C 0.011 -0.344 0.551
```

Properties
LUMO level = -0.70 eV
Relative energy (zero: lowest compared OMol25 entry of this formula, charge and spin) = 15.1 kcal per mole
Charge = 0
HOMO-LUMO gap = 0.28686 hartree
HOMO = -8.51 eV
Energy = -105173.6139 eV


This record from the OMol25 dataset describes a cluster of 2 separate species, C4H9N3 in total at a distorted geometry. The level of theory is ωB97M-V with the def2-TZVPD basis set.

The geometry in XYZ format:
```
16
C4H9N3 ωB97M-V with the def2-TZVPD basis set
H -0.975 1.855 -1.125
H -1.309 1.965 0.656
H 1.582 -1.643 -0.275
N -2.739 0.278 0.205
H -2.102 -1.761 -0.282
H 1.224 -1.644 -2.014
N 0.550 0.074 -1.110
H 0.072 -0.544 1.836
H 0.399 1.177 2.017
C 0.088 0.543 -0.016
C 1.492 -1.005 -1.173
C 0.589 0.306 1.389
C -2.218 -0.749 0.022
N -0.785 1.650 -0.150
H 2.482 -0.594 -1.375
H 1.650 0.093 1.395
```

Properties
LUMO level = 1.00 eV
Relative energy (zero: lowest compared OMol25 entry of this formula, charge and spin) = 47.5 kcal per mole
Charge = 0
Structure (SMILES) = C/N=C(\C)N.C#N
HOMO-LUMO gap = 0.34681 hartree
HOMO = -8.44 eV
Energy = -8762.4631 eV


This record from the OMol25 dataset describes a cluster of 2 separate species, C2H4Si in total at a distorted geometry. The level of theory is ωB97M-V with the def2-TZVPD basis set.

The geometry in XYZ format:
```
7
C2H4Si ωB97M-V with the def2-TZVPD basis set
C -0.880 -0.484 -0.369
H 2.327 0.891 -1.420
C -0.826 0.456 0.586
H -1.496 -0.714 -1.112
Si 0.832 -0.282 0.232
H -1.649 1.049 0.993
H 1.691 -0.916 1.091
```

Properties
LUMO level (alpha / beta) = -0.07 / -0.07 eV
Relative energy (zero: lowest compared OMol25 entry of this formula, charge and spin) = 77.1 kcal per mole
Charge = 0
HOMO-LUMO gap (alpha / beta) = 0.31516 / 0.31519 hartree
HOMO (alpha / beta) = -8.64 / -8.64 eV
Energy = -10010.5208 eV


This record from the OMol25 dataset describes a structure of composition C34H55BrN3OPS at a distorted geometry. The level of theory is ωB97M-V with the def2-TZVPD basis set.

The geometry in XYZ format:
```
96
C34H55BrN3OPS ωB97M-V with the def2-TZVPD basis set
C 0.439 -0.879 -0.282
H 0.915 -1.082 9.425
H -9.750 0.785 -0.058
H 9.267 0.489 -5.963
C 0.895 1.893 0.127
C 2.720 -0.135 6.583
C 1.794 -0.964 7.471
P 1.214 3.701 0.341
H -1.862 -1.673 -0.259
C 5.048 0.249 -4.467
H 2.837 -0.652 5.627
C 6.449 2.314 -4.985
C 1.013 2.215 -2.360
H -0.731 3.453 -2.009
H 0.634 -0.433 -2.335
C 8.652 0.992 -5.211
H 3.529 0.494 9.198
C -1.999 -3.514 -1.322
C -9.938 -1.373 -0.162
H 10.373 1.507 -4.002
H -1.601 -3.278 -2.311
H -9.930 -2.290 -4.151
C 7.452 1.627 -5.914
H 7.814 2.365 -6.638
H 8.320 0.213 -4.520
C -4.616 -3.067 -1.168
C 9.519 2.003 -4.467
H 3.720 -0.077 7.021
C 3.613 -1.522 9.955
C 0.104 3.240 -2.665
C -3.444 -3.281 -1.300
H 4.505 -1.338 10.555
C 0.354 3.921 -3.847
C -9.868 -2.481 -3.076
H 1.059 0.549 8.822
H -9.059 -0.518 -2.759
H 2.098 1.851 7.236
C 0.852 1.377 -1.137
C 0.170 -2.346 -0.519
H 1.219 1.236 5.831
C 5.855 1.415 -3.902
H 2.185 -1.984 7.535
H 5.634 2.722 -5.590
H 0.822 -2.971 0.093
H 0.817 -1.051 6.984
Br 2.788 3.765 1.962
H -1.782 -4.562 -1.097
H 2.600 0.232 10.656
H -10.760 0.224 -1.397
H 0.070 4.369 2.031
H 4.224 0.616 -5.081
H -8.593 -4.221 -3.304
H 4.626 -0.348 -3.655
C -8.816 -1.547 -2.479
H 6.925 3.174 -4.505
H -9.720 -1.520 0.899
C -1.337 -2.631 -0.237
H 9.904 2.762 -5.151
C 1.584 -0.409 8.881
N 0.698 1.384 2.553
H 2.725 1.139 -2.980
H -0.308 4.712 -4.179
H 0.358 -2.560 -1.573
C 0.450 -0.351 1.041
N 2.352 2.622 -4.363
C 2.056 1.964 -3.230
C -9.555 -3.958 -2.858
H 8.963 2.507 -3.676
H -7.848 -1.761 -2.942
H 5.666 -0.420 -5.069
H 6.940 0.861 -6.502
H -1.486 -3.056 0.756
C -10.487 0.037 -0.358
H 2.983 -2.229 10.498
C 0.638 -0.037 -1.325
H 3.936 -1.995 9.026
H -7.892 -0.926 -0.646
H -10.707 -2.107 -0.418
H -10.320 -4.584 -3.320
H -5.571 -2.735 -0.830
C 2.864 -0.218 9.695
O -0.175 4.203 1.106
N 0.252 -1.044 2.173
C 2.197 1.273 6.316
H 1.637 4.167 -5.519
S 0.409 0.022 3.365
H 2.878 1.816 5.659
C 0.692 1.040 1.260
H 6.642 1.034 -3.246
H 5.199 2.022 -3.272
C 1.462 3.587 -4.613
H -10.857 -2.251 -2.669
H -8.278 -2.629 -0.691
H -11.383 0.187 0.247
C -8.662 -1.639 -0.959
H -9.520 -4.212 -1.797
```

Properties
LUMO level = -0.97 eV
Charge = 0
HOMO-LUMO gap = 0.28912 hartree
HOMO = -8.84 eV
Energy = -132834.4280 eV


This record from the OMol25 dataset describes the molecule C3H6O3 at a distorted geometry. The level of theory is ωB97M-V with the def2-TZVPD basis set.

The geometry in XYZ format:
```
12
C3H6O3 ωB97M-V with the def2-TZVPD basis set
H -0.848 -2.704 1.254
O 1.048 1.505 0.075
C 0.291 0.845 -0.598
H -1.221 -0.705 -0.670
C -0.178 -0.519 -0.368
C 0.041 -0.970 1.084
H 0.397 2.116 -2.046
H 0.970 -1.534 1.177
H 0.027 -0.135 1.774
H 0.195 -1.259 -1.116
O -0.065 1.292 -1.828
O -1.034 -1.811 1.552
```

Properties
LUMO level = 0.67 eV
Relative energy (zero: lowest compared OMol25 entry of this formula, charge and spin) = 16.1 kcal per mole
Charge = 0
Structure (SMILES) = O=C(O)CCO
HOMO-LUMO gap = 0.41360 hartree
HOMO = -10.59 eV
Energy = -9350.6182 eV


This record from the OMol25 dataset describes a cluster of 2 separate species, C2H5FSi in total at a distorted geometry. The level of theory is ωB97M-V with the def2-TZVPD basis set.

The geometry in XYZ format:
```
9
C2H5FSi ωB97M-V with the def2-TZVPD basis set
H 1.779 1.302 0.132
C -0.461 0.363 -0.450
Si 1.307 0.019 -0.051
C -1.473 -0.211 0.175
H 1.460 -0.467 1.281
F -2.788 -0.117 -0.086
H 1.931 -0.734 -1.024
H -0.555 0.921 -1.318
H -1.201 -1.076 1.341
```

Properties
LUMO level = 1.16 eV
Relative energy (zero: lowest compared OMol25 entry of this formula, charge and spin) = 79.0 kcal per mole
Charge = 0
HOMO-LUMO gap = 0.41709 hartree
HOMO = -10.19 eV
Energy = -12747.0219 eV


What did the third record say?
This record from the OMol25 dataset describes a cluster of 2 separate species, C2H4Si in total at a distorted geometry. The level of theory is ωB97M-V with the def2-TZVPD basis set.

The geometry in XYZ format:
```
7
C2H4Si ωB97M-V with the def2-TZVPD basis set
C -0.880 -0.484 -0.369
H 2.327 0.891 -1.420
C -0.826 0.456 0.586
H -1.496 -0.714 -1.112
Si 0.832 -0.282 0.232
H -1.649 1.049 0.993
H 1.691 -0.916 1.091
```

Properties
LUMO level (alpha / beta) = -0.07 / -0.07 eV
Relative energy (zero: lowest compared OMol25 entry of this formula, charge and spin) = 77.1 kcal per mole
Charge = 0
HOMO-LUMO gap (alpha / beta) = 0.31516 / 0.31519 hartree
HOMO (alpha / beta) = -8.64 / -8.64 eV
Energy = -10010.5208 eV


What is the charge in the third record? 0


charge of number 5 (C3H6O3)? 0


Number 6 is which compound? C2H5FSi